# 1
# C12H36ClFN2O14P4S

A structure of composition C12H36ClFN2O14P4S in a non-equilibrium geometry (the ωB97M-V functional and the def2-TZVPD basis, the Open Molecules 2025 dataset).

## Properties
HOMO level ... -9.482 eV
Molecular weight ... 642.83 g mol⁻¹
Energy ... -3965.41702 hartree
HOMO-LUMO gap ... 8.32 eV

Last column: Mulliken charge in e.
Positions of all 71 atoms, in Å:
C -5.297 2.171 -0.662  -1.605
C -4.082 1.388 -1.132  0.732
Cl -3.272 2.332 -2.423  -0.223
C -3.074 1.025 -0.016  -1.251
N -3.277 1.739 1.273  0.336
P -1.796 2.499 1.826  0.302
N -1.400 3.579 0.780  -0.740
S -4.064 0.885 2.446  1.123
O -3.404 1.125 3.683  -0.627
O -5.457 1.124 2.408  -0.550
F -3.835 -0.612 2.074  -0.233
H -4.978 3.114 -0.220  0.355
H -5.909 1.616 0.044  0.348
H -5.884 2.425 -1.543  0.456
H -4.437 0.450 -1.557  0.126
H -2.094 1.335 -0.380  0.481
H -3.028 -0.054 0.098  0.506
H -2.094 3.035 3.072  0.104
H -0.809 1.500 1.919  0.088
H -0.488 3.391 0.378  0.291
C 5.220 0.786 -1.791  -0.692
O 5.085 1.772 -0.760  -0.460
P 3.547 2.157 -0.363  1.329
O 2.950 0.796 -0.283  -0.710
O 3.263 2.941 -1.750  -0.316
C 4.103 4.034 -2.139  -0.734
O 2.359 2.995 0.381  -0.293
C 2.201 2.836 1.807  -0.793
H 6.221 0.911 -2.202  0.249
H 5.121 -0.210 -1.367  0.224
H 4.481 0.932 -2.576  0.345
H 4.729 3.723 -2.975  0.264
H 4.749 4.372 -1.328  0.352
H 3.467 4.858 -2.454  0.260
H 3.122 3.060 2.341  0.380
H 1.882 1.818 2.034  0.292
H 1.433 3.537 2.125  0.303
C -5.151 -5.335 -4.615  -0.648
O -4.091 -4.366 -4.659  -0.334
P -4.500 -2.897 -4.187  1.093
O -5.318 -2.963 -2.971  -0.695
O -5.378 -2.477 -5.475  -0.349
C -4.899 -2.755 -6.791  -0.695
O -3.649 -1.548 -4.179  -0.232
C -2.571 -1.442 -3.226  -0.750
H -4.861 -6.137 -5.289  0.246
H -5.254 -5.726 -3.606  0.254
H -6.094 -4.902 -4.944  0.340
H -5.491 -3.562 -7.225  0.271
H -3.850 -3.050 -6.797  0.329
H -5.021 -1.858 -7.396  0.270
H -1.869 -2.269 -3.326  0.369
H -2.976 -1.424 -2.214  0.272
H -2.050 -0.510 -3.423  0.251
C 3.439 -3.306 5.241  -0.614
O 4.615 -2.514 5.010  -0.341
P 4.407 -0.939 5.159  0.884
O 3.606 -0.640 6.351  -0.690
O 3.573 -0.685 3.802  -0.211
C 3.991 -1.293 2.574  -0.463
O 5.431 0.258 4.891  -0.170
C 6.535 0.421 5.808  -0.753
H 3.612 -4.262 4.753  0.245
H 3.300 -3.461 6.308  0.269
H 2.556 -2.832 4.816  0.308
H 3.291 -2.086 2.310  0.273
H 4.992 -1.718 2.644  0.337
H 3.976 -0.534 1.795  0.028
H 7.120 -0.495 5.888  0.318
H 6.163 0.712 6.789  0.345
H 7.168 1.209 5.411  0.221

# 2
# C5H4N2

An isolated molecule of C5H4N2 (the ωB97M-V functional and the def2-TZVPD basis, the Open Molecules 2025 dataset).

## Properties
SMILES string ... C=C=C1C=NN=C1
HOMO level ... -9.933 eV
Molecular weight ... 92.10 g mol⁻¹
Energy ... -302.32253 hartree
HOMO-LUMO gap ... 9.37 eV

Last column: Mulliken charge in e.
Positions of all 11 atoms, in Å:
C -1.276 1.814 -0.649  -0.742
C -0.851 0.673 -0.202  0.143
C -0.141 -0.357 0.200  0.745
C 0.881 -0.286 1.241  -0.305
N 1.757 -1.214 1.073  -0.423
N 1.363 -2.024 -0.027  -0.415
C 0.277 -1.548 -0.531  -0.369
H -2.287 2.197 -0.558  0.262
H -0.488 2.394 -1.135  0.238
H 0.977 0.497 1.985  0.440
H -0.209 -1.987 -1.395  0.426

# 3
# C9H20HgN2S5

A structure of composition C9H20HgN2S5 (the ωB97M-V functional and the def2-TZVPD basis, the Open Molecules 2025 dataset).

## Properties
Spin multiplicity ... 2
⟨S²⟩ ... 0.756
HOMO level (spin up / spin down) ... -10.816 / -11.439 eV
Molecular weight ... 517.20 g mol⁻¹
Energy ... -2608.58263 hartree
HOMO-LUMO gap (spin up / spin down) ... 8.53 / 5.91 eV
Net charge ... +1

Last column: Mulliken charge in e.
Positions of all 37 atoms, in Å:
Hg 2.175 1.164 0.413  0.551
C -0.582 -1.168 2.987  -0.801
C -1.350 -1.592 1.751  -0.710
S -0.310 -1.570 0.237  0.011
C -1.611 -1.162 -0.997  -0.355
C -1.000 -0.799 -2.335  -0.924
S 0.336 0.451 -2.257  0.013
C -0.530 2.048 -2.395  -0.858
C -1.465 2.461 -1.269  -0.509
S -0.656 2.858 0.335  -0.133
C -1.752 1.969 1.518  0.351
C -1.105 1.692 2.866  -0.855
S 0.246 0.465 2.926  -0.088
H 0.247 -1.852 3.175  0.395
H -1.244 -1.163 3.854  0.431
H -2.207 -0.942 1.576  0.330
H -1.710 -2.613 1.890  0.457
H -2.202 -0.341 -0.589  -0.030
H -2.256 -2.036 -1.110  0.425
H -1.758 -0.434 -3.026  0.434
H -0.515 -1.673 -2.769  0.441
H -1.099 2.007 -3.326  0.415
H 0.278 2.770 -2.510  0.352
H -2.223 1.704 -1.084  0.290
H -1.961 3.381 -1.582  0.455
H -2.077 1.054 1.032  -0.576
H -2.617 2.615 1.682  0.418
H -1.865 1.359 3.576  0.424
H -0.645 2.604 3.247  0.414
N 3.798 -1.250 -2.082  -0.311
C 4.143 -1.366 -0.802  0.375
N 3.776 -2.429 -0.094  -0.344
S 5.063 -0.148 -0.062  -0.307
H 3.248 -1.945 -2.562  0.182
H 4.109 -0.439 -2.593  0.226
H 3.240 -3.187 -0.485  0.187
H 4.081 -2.490 0.865  0.226